Entry 1:
41
Properties=species:S:1:pos:R:3:forces:R:3 method="wB97M-V/def2-TZVPD" e_tot_ha=-822.284086 homo_energy_ev=-8.82 charge=0 gap_ha=0.334 spin_multiplicity=1 smiles=CC[C@@H](N)CNCN.O.O.O.O.O.O e_lumo_ha=0.0103
C -1.8600 -1.4677 0.6860 1.4 -2.4 0.1
C -0.9265 -1.2779 -0.5341 0.4 2.4 -2.5
C 0.5455 -1.6571 -0.2808 0.2 2.1 0.7
N 0.7310 -3.0366 -0.1334 2.1 -4.7 1.8
C 1.4973 -1.0621 -1.3794 1.9 -0.7 1.3
N 1.9726 0.2601 -0.8389 1.2 -0.6 -0.9
C 1.4487 1.3636 -1.6052 -1.4 2.5 -0.6
N 1.2739 2.6278 -0.7983 -0.3 -0.5 -0.7
H -1.1527 -1.4419 1.5622 -1.1 0.7 -0.5
H -2.7690 -0.8540 0.8230 0.8 -0.5 -0.2
H -2.0927 -2.5664 0.7125 -0.4 0.9 -0.2
H -1.2140 -1.7487 -1.6184 0.2 0.8 2.7
H -0.7741 -0.1142 -0.7521 -0.7 -2.1 0.5
H 0.8796 -1.1716 0.6931 -0.7 -0.1 -1.9
H 1.5987 -3.3580 -0.6224 -1.2 0.4 0.4
H 0.9514 -3.4461 0.8788 -1.0 1.5 -2.6
H 1.0840 -0.8373 -2.3648 -0.4 -0.6 0.1
H 2.3634 -1.8728 -1.5309 -1.5 2.1 0.2
H 3.0195 0.3307 -0.7129 -1.7 -0.2 -0.3
H 2.0402 1.7889 -2.4791 -0.3 -1.4 0.6
H 0.3737 1.1208 -2.0159 2.3 0.2 0.7
H 1.6147 2.5518 0.1346 0.8 -0.5 0.6
H 0.2992 2.8140 -0.6447 -0.6 0.1 -0.3
O -3.1479 1.1482 1.5807 -0.6 0.2 0.0
H -2.9180 1.0516 0.6487 0.1 0.4 0.0
H -4.0224 1.5658 1.5517 0.4 0.0 0.1
O 3.5046 0.5282 1.9166 -1.9 -1.0 -4.4
H 3.6229 0.4444 2.8121 0.4 -0.5 3.3
H 2.8062 -0.1807 1.6480 1.7 1.7 1.1
O -1.9541 0.8213 -2.7333 -3.5 -1.1 -0.6
H -1.1540 0.3674 -2.6408 2.1 -1.0 0.1
H -2.6117 0.0532 -2.6618 1.1 1.8 -0.1
O -0.4689 0.6293 2.6817 -1.1 1.0 0.3
H -1.3124 1.1329 2.7719 0.7 -0.5 0.3
H -0.4064 0.6259 1.7282 0.4 -0.1 -0.6
O -2.0621 2.7858 -0.9869 -0.1 1.3 2.1
H -2.3329 3.5487 -1.4763 -0.3 1.1 -0.1
H -1.9770 2.1676 -1.6700 0.2 -2.1 -1.7
O 1.4580 -1.1873 2.5057 1.8 -1.0 0.0
H 1.0209 -0.3946 2.8674 -1.2 -1.2 -0.1
H 1.0507 -2.0528 2.2776 -0.4 1.8 1.0

Entry 2:
73
Properties=species:S:1:pos:R:3:forces:R:3 method="wB97M-V/def2-TZVPD" e_tot_ha=-1644.934228 homo_energy_ev=-4.41 charge=-1 gap_ha=0.200 spin_multiplicity=1 e_lumo_ha=0.0381
Cs -0.5730 0.6891 0.1881 1.3 1.3 -1.7
O -6.0816 2.2870 5.3609 0.1 0.2 0.0
C -5.6287 1.2166 4.9077 -0.6 0.0 0.0
O -6.0487 0.0560 5.0676 0.2 -0.2 0.0
C -4.4172 1.3604 3.9791 0.4 0.0 -0.2
C -4.0532 2.5911 3.4374 -0.2 0.1 0.2
C -2.9544 2.6742 2.6146 0.1 -0.2 -0.1
N -2.1814 1.6238 2.2927 -0.6 -0.1 0.6
C -2.5132 0.4347 2.8328 0.0 0.2 0.0
C -3.6184 0.2758 3.6611 0.0 -0.1 0.0
C -1.5606 -0.7324 2.5410 -0.3 -0.3 -0.5
O -0.7577 -1.0165 3.4365 0.2 -0.1 0.2
O -1.6138 -1.2346 1.3660 -0.6 -0.8 1.4
H -4.6468 3.4557 3.7030 0.0 0.0 0.0
H -2.6618 3.6285 2.1850 0.0 0.0 0.0
H -3.8771 -0.6894 4.0734 0.0 -0.1 0.0
C -0.7644 -3.3658 -4.0964 0.2 0.3 0.2
N 0.1354 -2.3983 -3.4141 -0.1 0.0 -0.1
C -0.1299 -2.3702 -1.9409 0.0 0.0 -0.2
C 0.0779 -1.0050 -4.0951 0.3 -0.4 0.3
C -1.3083 -0.4634 -4.1546 0.0 0.0 -0.2
C -2.0234 -0.5873 -5.3559 0.0 0.0 0.0
C -3.3229 -0.1216 -5.4198 -0.1 0.0 0.1
C -3.8789 0.4503 -4.2733 0.1 0.0 0.0
C -3.1365 0.5521 -3.1026 -0.2 0.0 -0.2
C -1.8023 0.1140 -2.9766 0.0 0.1 0.2
H -0.6642 -4.3223 -3.5890 -0.1 -0.1 -0.1
H -0.4601 -3.4269 -5.1394 -0.1 -0.1 0.0
H -1.7783 -2.9784 -4.0250 0.0 -0.1 0.0
H 1.0975 -2.7160 -3.5456 -0.1 0.0 0.0
H -1.0808 -1.8647 -1.7802 0.0 0.0 0.0
H 0.6725 -1.8143 -1.4683 0.0 0.0 0.1
H -0.1465 -3.4007 -1.5926 0.0 0.0 0.1
H 0.5413 -1.1990 -5.0676 -0.1 0.2 -0.1
H 0.7275 -0.3959 -3.4674 0.0 0.1 -0.1
H -1.5641 -1.0318 -6.2377 0.0 0.0 0.0
H -3.8960 -0.1953 -6.3358 0.0 0.0 0.0
H -4.8978 0.8218 -4.2984 0.0 0.0 0.0
H -3.6456 1.0056 -2.2544 0.1 0.0 0.1
C 0.8474 0.1483 6.1404 -0.2 -0.1 0.1
C 1.7959 1.2707 5.7506 0.1 0.0 0.0
N 2.3656 1.1131 4.4181 -0.1 0.3 -0.1
C 3.3541 0.0683 4.2458 0.2 0.0 0.1
C 2.8098 -1.2465 3.6999 0.0 -0.2 0.0
C 1.7705 1.6727 3.3121 -0.2 -0.5 0.4
C 0.5768 2.5478 3.5508 -0.2 -0.1 -0.1
N 2.1288 1.4480 2.1013 0.3 0.4 -0.3
H 0.3711 0.3647 7.0983 0.0 0.0 0.0
H 1.3691 -0.8037 6.2443 0.1 0.0 0.0
H 0.0636 0.0077 5.3930 0.1 0.0 0.0
H 2.6244 1.3519 6.4639 0.0 -0.1 0.0
H 1.2812 2.2269 5.7901 0.0 0.0 0.0
H 3.8055 -0.0987 5.2285 0.0 0.0 -0.1
H 4.1674 0.4418 3.6112 0.0 0.0 0.0
H 2.0918 -1.6966 4.3821 0.0 0.0 0.0
H 3.6267 -1.9559 3.5499 0.1 0.0 0.0
H 2.2882 -1.1208 2.7530 0.0 0.1 0.0
H 0.8453 3.4887 4.0321 0.1 0.1 -0.1
H -0.1737 2.0553 4.1662 0.0 -0.1 0.1
H 0.0979 2.7282 2.5956 0.1 0.2 0.0
H 2.9783 0.8915 2.0773 -0.1 -0.2 -0.1
C 3.4024 -3.7491 -2.6462 0.0 0.0 0.0
N 3.4569 -2.7281 -3.6821 0.0 -0.1 0.1
C 4.1665 -3.0981 -4.8918 -0.1 -0.1 0.0
C 3.4052 -1.4160 -3.3104 -0.1 0.4 0.5
O 3.0662 -1.0145 -2.2131 0.1 -0.3 -0.5
H 4.4127 -4.0336 -2.3405 0.0 0.0 0.0
H 2.8907 -4.6326 -3.0325 0.0 0.0 0.0
H 2.8704 -3.3664 -1.7787 0.0 0.0 0.0
H 5.2357 -3.2282 -4.7033 0.0 0.0 0.0
H 4.0198 -2.3411 -5.6590 0.1 0.1 0.0
H 3.7649 -4.0394 -5.2685 0.0 0.0 0.0
H 3.6706 -0.7257 -4.1305 0.0 -0.1 0.0

Entry 3:
124
Properties=species:S:1:pos:R:3:forces:R:3 method="wB97M-V/def2-TZVPD" e_tot_ha=-5386.124527 homo_energy_ev=-7.61 charge=0 gap_ha=0.283 spin_multiplicity=1 e_lumo_ha=0.0028
Zr -0.7525 0.2239 0.3156 1.1 -0.5 0.2
C -1.8175 -2.3710 5.4896 0.0 0.0 0.0
C -2.5212 -2.8587 4.2237 0.0 0.0 0.0
C -3.4248 -4.0359 4.5852 0.0 0.0 0.0
C -3.3891 -1.7726 3.5996 0.0 0.0 0.0
N -1.4687 -3.3402 3.2647 -0.1 0.0 -0.1
C -1.2885 -4.6677 2.9228 0.0 0.0 0.0
C -0.1333 -4.7534 2.2389 0.0 0.0 0.0
N 0.4036 -3.4905 2.1451 0.0 0.0 0.0
B 1.7899 -3.3208 1.4665 0.0 0.0 0.0
N 1.7426 -3.5275 -0.0618 0.1 0.2 0.0
C 2.8119 -4.0954 -0.7205 0.0 0.0 0.0
C 2.4735 -4.2335 -2.0125 -0.1 -0.1 0.0
N 1.1735 -3.7691 -2.1553 0.1 0.0 -0.1
C 0.7694 -3.2630 -0.9592 -0.1 -0.2 0.0
S -0.6945 -2.4768 -0.5740 -0.1 0.1 0.0
C 0.4611 -3.8976 -3.4678 0.1 0.1 0.0
C -1.0557 -3.8195 -3.3517 0.0 -0.1 0.0
C 0.8050 -5.2685 -4.0566 0.0 0.0 0.0
C 0.9611 -2.7746 -4.3690 0.0 0.0 -0.1
N 2.5482 -2.0336 1.8892 0.1 0.0 -0.1
C 3.2548 -2.0253 3.0695 0.0 0.0 0.0
C 3.9184 -0.8624 3.1497 0.0 0.0 0.0
N 3.6279 -0.1345 2.0035 0.0 0.0 -0.1
C 2.7601 -0.8720 1.2435 -0.1 0.0 0.1
S 2.0060 -0.3949 -0.2220 0.0 0.1 0.1
C 4.4211 1.1109 1.7248 0.0 0.0 0.0
C 5.9010 0.7116 1.7576 0.0 0.0 0.0
C 4.1434 1.7688 0.3775 0.0 0.0 0.1
C 4.1229 2.1189 2.8377 0.0 0.0 0.0
C -0.4366 -2.6303 2.7446 0.0 0.0 0.1
S -0.1994 -0.9273 2.8392 0.1 0.1 -0.2
H -2.5694 -2.0660 6.2189 0.0 0.0 0.0
H -1.1740 -1.5188 5.2814 0.0 0.0 0.0
H -1.2186 -3.1721 5.9281 0.0 0.0 0.0
H -4.1798 -3.6703 5.2798 0.0 0.0 0.0
H -2.8813 -4.8409 5.0819 0.0 0.0 0.0
H -3.9428 -4.4270 3.7088 0.0 0.0 0.0
H -4.1704 -1.5137 4.3171 0.0 0.0 0.0
H -3.8514 -2.1354 2.6833 0.0 0.0 0.0
H -2.8184 -0.8798 3.3646 0.0 0.0 0.0
H -1.9843 -5.4362 3.1922 0.0 0.0 0.0
H 0.3573 -5.6067 1.8062 0.0 0.0 0.0
H 2.4681 -4.2283 1.8899 0.0 0.0 0.0
H 3.7110 -4.3723 -0.2000 0.0 0.0 0.0
H 3.0274 -4.6554 -2.8279 0.0 0.0 0.0
H -1.4481 -4.5708 -2.6661 0.0 0.0 0.0
H -1.4563 -4.0102 -4.3485 0.0 0.0 0.0
H -1.4019 -2.8458 -3.0293 0.0 0.0 0.0
H 0.5282 -6.0628 -3.3625 0.0 0.0 0.0
H 1.8591 -5.3745 -4.3083 0.0 0.0 0.0
H 0.2359 -5.4034 -4.9758 0.0 0.0 0.0
H 0.6955 -1.8161 -3.9256 0.0 0.1 0.0
H 0.4819 -2.8391 -5.3471 0.0 0.0 0.0
H 2.0443 -2.8143 -4.5044 0.0 0.0 0.0
H 3.2155 -2.8544 3.7528 0.0 0.0 0.0
H 4.5781 -0.4951 3.9123 0.0 0.0 0.0
H 6.0907 -0.0899 1.0428 0.0 0.0 0.0
H 6.2238 0.3800 2.7441 0.0 0.0 0.0
H 6.5092 1.5718 1.4783 0.0 0.0 0.0
H 4.3698 1.1082 -0.4559 0.0 0.0 0.0
H 4.8064 2.6351 0.3175 0.0 0.0 0.0
H 3.1179 2.1135 0.2594 0.0 0.0 0.0
H 4.1967 1.6759 3.8303 0.0 0.0 0.0
H 3.1225 2.5397 2.7243 0.0 0.0 0.0
H 4.8372 2.9410 2.7795 0.0 0.0 0.0
N 0.4806 1.7107 1.8854 0.0 0.0 0.2
C -0.0822 3.0685 1.9163 0.0 0.0 0.0
C 0.1311 3.7951 3.2454 0.0 -0.1 0.0
C -0.1555 5.3011 3.2388 0.0 0.0 0.0
C 0.4239 6.0568 2.0424 0.0 0.0 -0.1
N -0.4772 5.9448 0.8975 0.1 0.1 0.0
C -0.0990 5.7483 -0.3673 0.0 0.0 0.2
N 1.1536 5.9536 -0.7690 0.0 0.1 0.0
N -1.0182 5.3857 -1.2654 0.0 -0.1 -0.1
C -1.5352 2.9862 1.4453 -0.1 -0.2 0.0
O -2.2556 3.9776 1.4601 -0.1 0.0 0.0
O -1.8991 1.8296 1.0111 -0.2 0.2 0.1
H 0.4146 1.2919 2.8105 0.1 0.0 0.0
H 1.4661 1.7142 1.6370 -0.1 0.0 -0.1
H 0.4320 3.6227 1.1328 0.0 0.0 0.0
H 1.1827 3.6454 3.5140 0.0 0.0 0.0
H -0.4618 3.3200 4.0320 0.0 0.0 0.0
H 0.2663 5.7297 4.1497 0.0 0.0 0.0
H -1.2299 5.4840 3.2772 0.0 0.0 0.0
H 1.4074 5.6426 1.7913 0.0 0.0 0.0
H 0.5648 7.1093 2.2956 0.0 0.0 0.0
H -1.3949 5.5578 1.1292 0.1 0.0 0.0
H 1.8448 6.2149 -0.0894 0.0 0.0 0.0
H 1.4773 5.4104 -1.5797 0.1 0.0 -0.1
H -1.8410 4.9080 -0.9246 0.0 0.0 0.0
H -0.6812 5.0191 -2.1475 0.0 0.0 0.0
O -4.0442 -2.2948 0.2834 0.0 0.0 0.1
C -3.4455 -1.2791 0.0070 0.0 0.0 0.1
O -2.4513 -0.8054 0.7263 -0.4 0.0 -0.1
C -3.8649 -0.4225 -1.1513 0.0 -0.1 0.0
C -5.1792 -0.5113 -1.5622 0.0 0.0 0.0
C -5.6440 0.3247 -2.5624 0.0 0.0 0.0
C -4.8267 1.2668 -3.1483 0.0 0.0 0.0
C -3.5174 1.3523 -2.7256 0.0 0.0 -0.1
C -2.9647 0.4766 -1.7654 0.0 -0.1 0.0
O -1.6850 0.4426 -1.4977 -0.2 0.3 -0.1
N -2.7222 2.4227 -3.3267 0.0 0.0 0.1
O -2.9373 2.7156 -4.4838 0.0 0.0 -0.1
O -1.9212 2.9969 -2.6091 0.0 0.0 0.0
N -7.0380 0.2262 -3.0012 0.0 0.1 0.1
O -7.4191 1.0050 -3.8540 0.0 0.0 0.0
O -7.7342 -0.6226 -2.4810 0.0 0.0 0.0
H -5.8308 -1.2336 -1.0922 0.0 0.0 0.0
H -5.1965 1.9267 -3.9181 0.0 0.0 0.0
S -2.1176 -0.6915 -5.1902 0.0 -0.1 0.0
C -0.8675 0.1872 -5.6049 0.0 0.1 -0.1
N 0.0459 0.8189 -6.0058 0.0 0.0 0.2
S 0.6283 2.4723 -0.9702 -0.1 -0.1 0.1
C 1.2850 2.4674 -2.5402 -0.2 0.1 -0.2
N 1.2468 1.3383 -3.2679 0.1 0.0 0.1
C 1.9699 1.1795 -4.5129 0.0 0.0 0.0
C 1.1946 1.6363 -5.7432 0.0 0.0 -0.1
S 1.9486 3.8844 -3.2107 0.0 0.0 0.1
H 0.8144 0.5322 -2.8380 0.0 0.0 0.0
H 2.2592 0.1358 -4.6183 -0.1 -0.1 0.0
H 2.8763 1.7835 -4.4549 0.0 0.0 0.0
H 1.8504 1.5860 -6.6130 0.0 0.0 0.0
H 0.8800 2.6721 -5.6163 0.0 0.0 0.0

ΔE to the lowest compared entry with this formula, charge and spin
In order: 3.9565; 2.4373; 0.3594
Unit: eV
Max |F|
In order: 5.48; 2.54; 1.27
Unit: eV/Å